38
Properties=species:S:1:pos:R:3:forces:R:3:lowdin_charge:R:1 method="wB97M-V/def2-TZVPD" spin_multiplicity=2 charge=+1 lumo_ev="-4.150 / -3.581" gap_ev="7.80 / 8.38"
H -4.076112 0.049974 1.128166 -0.02 0.05 0.00 0.158
H -3.748771 -1.618903 0.678974 -0.06 -0.04 0.03 0.162
C -2.093902 -0.644716 1.501364 0.06 0.04 0.01 -0.424
C 3.704430 2.757411 1.079324 0.00 0.01 0.12 -0.688
O -0.859586 1.495797 -0.724783 -0.20 -0.76 -0.19 -0.156
H -4.146964 1.501920 -0.483093 -0.06 0.04 -0.01 0.141
C -3.342018 -0.604653 0.654853 0.05 -0.01 0.00 -0.084
H 2.308599 -1.552264 -0.600263 0.03 0.02 -0.01 0.113
C 1.575324 0.981845 0.593537 0.31 -0.26 0.11 -0.270
O -2.277487 3.102929 -0.109658 0.04 0.08 0.11 0.152
C 1.935411 1.299504 1.893814 0.10 0.14 -0.04 -0.646
O -0.950892 -0.659136 1.071482 -0.08 -0.15 0.09 -0.002
Cl 1.791277 1.006452 -1.997509 0.26 0.16 -0.24 0.817
H 1.585325 -1.786519 0.829862 -0.04 0.02 0.03 0.116
O -3.071975 -0.266809 -0.672167 -0.05 0.07 -0.12 -0.127
N -0.656655 -1.441150 -1.919210 0.24 0.02 0.17 -0.006
O -2.345443 -0.736287 2.780412 0.05 -0.06 0.23 0.195
H -0.036342 -3.212926 -0.029255 -0.03 -0.01 0.05 0.125
H 1.061391 -2.327186 -2.728092 0.00 0.03 -0.04 0.127
C 2.984822 2.195192 2.142160 -0.07 -0.06 0.02 -0.689
C 3.384656 2.424234 -0.234687 0.05 0.06 -0.18 -0.699
N 1.400311 -1.698016 -0.165925 0.04 -0.20 0.06 -0.033
C 0.241023 -2.608638 -2.067050 -0.10 0.07 -0.07 -0.201
H -1.560971 -1.715535 -1.545979 -0.05 0.01 0.00 0.095
H -0.852082 -1.020808 -2.822363 0.05 0.05 0.00 0.119
C -3.245232 1.122966 -0.959910 0.05 -0.25 -0.02 -0.067
Cl 4.231100 3.055115 -1.579389 0.03 0.02 0.01 0.744
C 0.777773 -2.936816 -0.698458 0.10 0.14 0.11 -0.190
C -2.079340 1.998998 -0.527342 0.34 0.07 0.03 -0.530
H -0.257262 -3.471490 -2.505524 -0.07 -0.02 -0.04 0.130
H -3.357815 1.208058 -2.039317 0.00 -0.02 -0.05 0.149
Cr 0.167505 -0.003676 -0.469163 -0.74 1.02 -0.08 0.650
Cl 4.985324 3.848520 1.379165 0.01 0.01 0.01 0.738
Cl 3.405120 2.611902 3.748214 0.02 0.01 0.04 0.724
Cl 1.107020 0.603172 3.259545 0.01 -0.02 -0.21 0.710
C 2.334418 1.551461 -0.405285 -0.23 -0.22 0.11 -0.620
H -1.505787 -0.745711 3.277228 -0.10 0.00 -0.04 0.135
H 1.483806 -3.764215 -0.733678 0.04 -0.04 0.01 0.131


22
Properties=species:S:1:pos:R:3:forces:R:3:lowdin_charge:R:1 method="wB97M-V/def2-TZVPD" smiles="O=C([O-])Oc1ccc(O)n1[C@@H](S)CO" charge=-1 lumo_ev=2.790 gap_ev=6.63
O -1.883165 1.921009 1.267364 1.84 3.22 -2.89 -0.048
H 0.810312 1.471669 -0.667573 -1.87 -0.38 0.11 0.132
N -0.007413 -0.357721 -0.480966 -2.96 0.08 0.33 0.017
H -2.122515 1.287828 1.840910 -1.63 -3.53 3.06 0.009
C -1.032918 -1.319151 -0.216637 2.59 0.25 -0.42 -0.376
H -0.050792 1.005121 1.683529 0.32 -0.55 0.54 0.115
C 2.937988 0.512082 0.164713 -0.57 -0.48 -0.83 -0.704
C 1.199018 -1.058045 -0.623668 -1.42 2.57 0.28 -0.408
O 2.223680 0.434551 1.114935 -1.18 0.08 2.61 0.044
O -2.334950 -1.047585 -0.055558 -1.31 0.84 0.01 0.033
H -2.387086 1.495769 -1.122009 -1.61 0.01 0.74 -0.210
H 0.005102 2.576729 1.039648 1.06 2.15 0.07 0.091
H -2.738128 -0.784415 -0.898579 0.26 -0.05 0.21 0.094
O 3.906198 1.126067 -0.166091 1.07 0.11 -1.13 0.053
C 0.931436 -2.325412 -0.351031 1.43 -1.36 -0.18 -0.073
O 2.295157 -0.448407 -0.964058 1.82 0.87 -0.62 0.020
H -1.029134 -3.477629 0.075306 1.35 1.59 -0.44 0.128
C -0.253580 1.080234 -0.408651 3.53 -0.04 -1.83 -0.507
H 1.777981 -2.919154 -0.228191 0.82 -1.63 0.02 0.093
C -0.421513 -2.523730 -0.145934 -3.00 -2.17 0.96 -0.059
S -1.335981 1.672728 -1.840449 1.78 -0.08 0.53 0.759
C -0.489705 1.677466 0.983000 -2.31 -1.50 -1.12 -0.200


96
Properties=species:S:1:pos:R:3:forces:R:3:lowdin_charge:R:1 method="wB97M-V/def2-TZVPD" charge=+1 lumo_ev=-4.225 gap_ev=5.38
H 1.147924 -5.463154 0.542721 0.19 0.06 0.11 0.125
H -1.960530 0.422102 2.250390 0.25 0.07 -0.07 0.082
C -1.464823 3.525584 -2.380218 -0.52 0.17 0.22 -0.135
P 0.323512 0.298414 3.074469 0.00 0.20 2.00 0.993
H -1.271622 2.109413 4.876580 -0.23 -0.02 -0.25 0.093
H 1.419678 -0.804324 -3.712849 -0.16 0.26 0.31 0.120
C 1.615998 -2.922697 -0.275580 0.15 -0.06 -0.46 0.037
C 0.882449 1.156099 -4.241834 0.02 -0.76 0.54 -0.128
H 4.924230 1.024557 5.475758 0.08 -0.13 -0.01 0.071
C -0.982271 4.365476 -4.703777 -0.45 0.28 0.17 -0.151
N 4.075703 -5.218960 -1.800285 -0.47 0.40 -0.07 -0.063
H -3.235315 4.275093 3.913327 0.08 -0.01 0.08 0.070
C -1.196759 4.748681 -3.254418 0.13 0.01 0.15 -0.160
C -1.329110 -1.608994 4.346333 -0.01 -0.25 0.05 -0.272
H 3.921788 -0.481828 2.220476 -0.28 -0.02 0.17 0.113
H 0.848652 -2.932041 0.500708 0.24 -0.06 -0.04 0.122
H 2.549659 0.652251 4.726626 0.30 0.08 -0.29 0.080
H 0.673936 -2.009570 3.599453 -0.33 0.08 -0.16 0.081
H -0.170307 2.794101 -6.856561 -0.03 0.05 0.07 0.141
C 4.798807 -4.370729 -3.991046 -0.13 0.04 0.00 -0.161
H 4.529743 -0.691846 5.360304 0.02 0.02 -0.10 0.073
C 4.341142 -2.968774 -3.603638 0.65 0.38 -0.22 -0.143
H -2.992380 3.788047 5.598516 0.05 0.08 -0.12 0.071
H -2.995919 -4.623109 3.564557 0.04 0.15 -0.16 0.072
C -0.225746 -1.449239 3.286594 0.00 -0.24 -0.29 -0.380
H 3.992119 -4.858901 -4.543660 0.09 -0.15 0.05 0.124
C 2.795386 -1.785174 -2.049820 -0.40 -0.47 -0.25 0.018
C 3.395190 0.602847 4.020466 -0.14 -0.15 0.05 -0.303
H -1.360341 3.815381 -1.328038 -0.11 -0.12 -0.14 0.123
C 0.125511 2.319701 -3.932753 0.08 0.32 -0.18 -0.067
H 1.660718 -0.623882 1.236949 0.34 0.19 0.38 0.020
H 1.012914 0.377390 -6.227443 0.13 0.21 0.13 0.136
H -0.827438 1.172225 1.110108 -0.22 0.07 0.25 0.031
C 5.159983 -5.184424 -2.762544 0.23 0.12 -0.27 -0.151
H 5.672597 -4.311938 -4.643327 -0.13 -0.05 -0.03 0.121
H -1.937894 4.032180 -5.141791 0.20 -0.04 -0.01 0.143
C 2.362099 -4.070089 -0.506302 -0.21 0.52 0.01 -0.121
C -2.509959 3.857090 4.618900 0.03 -0.22 0.00 -0.117
H 4.633439 -7.125572 -1.229897 -0.09 0.17 0.09 0.128
C -1.894007 -3.037847 4.522027 0.05 0.36 0.04 -0.269
H -0.649816 5.234004 -5.282058 -0.05 -0.14 0.10 0.129
H -2.193402 2.948593 2.073638 0.22 -0.11 0.13 0.106
C 2.908485 -6.516787 -0.079450 -0.09 -0.10 -0.16 -0.162
H 2.861889 -1.374741 3.326153 0.05 0.18 -0.15 0.100
C 4.664879 0.224056 4.778823 -0.13 0.20 -0.03 -0.117
H 2.560715 0.528939 -5.401042 -0.23 0.04 0.00 0.121
H 2.244703 -7.038597 -0.773599 0.13 -0.04 -0.03 0.122
H 3.503114 1.607015 3.583120 -0.02 -0.16 0.12 0.110
C 2.216394 -5.250967 0.410843 -0.16 -0.13 0.60 -0.140
C -0.552243 2.370412 -2.673716 -0.02 -0.50 0.26 -0.122
H 5.392878 -6.219106 -3.039033 -0.06 0.19 0.03 0.129
H 2.132505 2.229533 -7.249428 0.08 0.11 0.04 0.122
H -2.878379 1.760305 4.218616 0.16 0.13 -0.02 0.105
H -1.929774 -3.742881 2.454142 -0.11 0.00 0.07 0.055
C 3.444406 -2.956793 -2.399121 -0.30 0.46 0.28 -0.126
H -2.510853 3.202232 -2.519769 0.28 0.07 0.04 0.134
H -0.313214 5.278096 -2.885968 -0.04 -0.02 -0.05 0.125
H 6.065243 -4.764718 -2.296719 -0.08 -0.03 0.02 0.141
C 1.594482 1.028010 -5.551213 0.00 -0.34 -0.69 -0.141
H -1.671488 4.556387 4.710158 -0.11 -0.10 -0.07 0.074
C 0.844528 -0.645203 -0.930111 -0.42 -0.53 -1.81 0.074
C 3.282479 -4.124308 -1.597207 0.29 0.25 0.26 -0.073
H -3.456549 -3.010874 2.997377 0.15 -0.05 0.03 0.075
H 3.080092 -0.872868 -2.579094 -0.11 -0.31 0.20 0.127
C 1.749424 -1.747168 -1.075629 0.45 0.09 0.25 -0.194
C 1.834322 2.380210 -6.211713 0.08 -0.10 0.13 -0.159
H -0.541380 -1.832642 2.298768 -0.01 -0.14 0.31 0.064
H 3.101927 -7.181338 0.764483 -0.11 -0.03 -0.09 0.120
H -0.920262 -1.312864 5.325889 -0.11 0.14 -0.35 0.110
C 4.229863 -6.218782 -0.765492 -0.07 -0.19 0.50 -0.152
H 2.610651 -4.987529 1.407702 -0.13 0.02 -0.31 0.131
H 2.061356 1.060441 1.601706 0.01 -0.19 0.06 0.091
H -2.045169 5.432122 -3.195478 0.11 0.04 0.04 0.121
C -2.607276 -3.631016 3.307665 0.06 -0.02 0.11 -0.117
H -2.164580 -0.928315 4.120729 0.17 -0.09 0.08 0.093
C 0.578854 3.223491 -6.176568 0.14 -0.06 -0.37 -0.147
C 0.500687 0.240935 -1.989418 -0.27 -0.37 0.11 -0.169
C -2.036739 2.469384 4.169953 0.13 -0.14 -0.04 -0.293
H 5.502790 0.081927 4.092584 0.03 -0.01 0.06 0.069
H 0.249268 -0.562831 -0.021134 0.12 -0.05 -0.16 0.102
H 3.814147 -2.520171 -4.458594 0.11 -0.05 0.24 0.120
H 0.789578 4.239952 -6.530975 -0.05 -0.21 0.08 0.130
H -0.904239 1.400432 -0.803174 0.23 0.13 -0.28 0.107
H -0.562176 3.114594 2.752650 -0.14 -0.05 -0.12 0.105
H 2.646143 2.899038 -5.694112 -0.06 0.03 -0.05 0.126
H 4.967114 -5.886349 -0.011708 -0.10 0.02 -0.22 0.142
C 3.051628 -0.380155 2.892179 -0.12 0.24 0.18 -0.275
C -1.456475 2.474985 2.745325 0.03 0.09 0.07 -0.289
C 0.952559 0.109889 -3.344420 0.46 0.76 -0.04 0.036
H -1.083947 -3.706316 4.841696 -0.09 0.07 -0.06 0.105
H 5.221734 -2.328837 -3.419925 -0.24 -0.17 -0.01 0.132
H -2.606005 -2.987196 5.357762 0.16 -0.11 -0.13 0.106
C -0.380108 1.347834 -1.760438 0.40 0.48 -0.13 0.047
C 1.839004 0.082034 2.057407 -0.15 -0.07 -0.75 -0.383
C -1.085616 1.087255 2.176639 0.05 0.00 -0.52 -0.365
N 0.023344 3.332644 -4.839009 0.04 -0.64 0.51 -0.048


Which energy above the lowest of the compared OMol25 structures with the same formula, charge and spin belongs to each record? In order, 0.0, 110.6, 0.0 kJ/mol.